Entry 1:
The following is a quantum chemistry calculation of a cluster of 2 separate species, C7H14O in total at a distorted geometry, from the Open Molecules 2025 dataset.

## Properties
- charge = -1
- HOMO energy (alpha / beta) (eV) = 0.446 / -2.611
- lowest unoccupied orbital energy (alpha / beta) (eV) = 2.81 / 2.76
- F_max (hartree/bohr) = 0.078
- spin multiplicity = 2
- <S²> = 0.769
- ΔE to the lowest compared entry with this formula, charge and spin (kJ/mol) = 154.02
- calculated total energy (a.u.) = -350.2186

Geometry as XYZ:
```
22
Properties=species:S:1:pos:R:3:lowdin_charge:R:1
C -0.895 -3.658 -1.181 -0.19
C 0.465 -3.069 -0.759 -0.34
C 0.498 -1.599 -0.228 -0.22
C -0.716 -1.033 0.041 -0.27
C -0.958 0.345 0.123 -0.23
C -2.187 0.848 0.345 -0.33
C -2.561 2.203 0.589 -0.24
H -1.664 -3.372 -0.380 0.06
H -1.191 -3.068 -2.061 0.06
H -0.771 -4.773 -1.166 0.06
H 1.245 -3.213 -1.542 0.08
H 0.667 -3.800 0.155 0.09
H 1.264 -0.920 -0.676 0.06
H -1.626 -1.605 0.088 0.06
H -0.097 1.011 -0.080 0.10
H -2.994 0.136 0.645 0.09
H -3.438 2.705 0.003 0.07
H -1.819 2.940 0.188 0.06
H -2.804 2.260 1.667 0.05
H 5.326 3.771 0.915 0.11
H 4.226 5.010 0.907 0.06
O 5.224 4.837 0.969 -0.18
```

=====

Entry 2:
The following is a quantum chemistry calculation of a cluster of 2 separate species, C7H14O in total at a distorted geometry, from the Open Molecules 2025 dataset.

## Properties
- charge = 0
- HOMO energy (eV) = -7.537
- lowest unoccupied orbital energy (eV) = 0.75
- F_max (hartree/bohr) = 0.099
- ΔE to the lowest compared entry with this formula, charge and spin (kJ/mol) = 420.06
- calculated total energy (a.u.) = -350.1995

Geometry as XYZ:
```
22
Properties=species:S:1:pos:R:3:lowdin_charge:R:1
C 1.306 0.320 0.091 -0.28
C 1.699 -0.736 -0.903 -0.11
C 1.399 1.731 -0.434 -0.09
H 1.802 0.193 1.054 0.12
H -0.118 0.692 0.927 0.12
H 1.157 2.463 0.335 0.08
H 2.414 1.940 -0.790 0.09
H 1.679 -1.738 -0.475 0.07
H 2.721 -0.569 -1.258 0.08
H 1.046 -0.708 -1.780 0.08
H 0.712 1.879 -1.269 0.08
C -0.669 -1.452 1.330 -0.08
C -0.668 -0.195 0.496 -0.31
C -2.368 0.598 0.307 -0.33
C -1.464 -0.204 -0.741 -0.09
O -2.526 1.810 0.200 -0.02
H -3.081 -0.028 0.873 0.13
H -1.692 -1.731 1.592 0.08
H -0.116 -1.317 2.258 0.08
H -0.251 -2.298 0.780 0.07
H -1.791 -1.178 -1.102 0.12
H -1.193 0.528 -1.493 0.11
```